The following is a DFT calculation (the ωB97M-V functional and the def2-TZVPD basis) of a 2-piece molecular cluster, C2H3N3O3S overall.

Element x y z (Å)
H  1.78  1.12  -0.17
S  2.07  -0.88  -0.17
N  -4.68  -0.51  0.11
O  2.38  -1.66  0.99
N  -1.22  -0.18  -0.19
N  2.64  0.67  0.13
O  2.38  -1.41  -1.45
C  -3.59  -0.16  0.01
O  -0.01  0.27  -0.26
H  -2.26  1.53  -0.08
C  -2.34  0.41  -0.04
H  2.86  0.78  1.11

orbital gap (alpha / beta) = 7.37 / 7.85 eV
charge = 0
spin multiplicity = 3
relative energy (zero: lowest compared OMol25 entry of this formula, charge and spin) = 2.3 kcal per mole
LUMO (alpha / beta) = -0.0460 / -0.1217 hartree



The following is a DFT calculation (the ωB97M-V functional and the def2-TZVPD basis) of an isolated ion of composition C14H18N and charge +1.

Element x y z (Å)
C  3.06  -0.34  -0.63
H  -3.37  -1.78  -0.71
H  1.97  0.56  1.34
C  -0.29  -2.07  -1.44
C  1.21  -1.89  -1.75
H  1.07  1.58  2.30
C  0.51  0.01  -0.64
H  -0.45  2.34  -0.94
C  -3.03  -0.95  -0.04
C  -1.79  -0.36  -0.19
H  3.61  -0.03  -1.57
H  1.03  3.01  0.00
H  -1.58  1.70  2.52
H  -0.54  3.04  0.64
H  3.44  -1.23  -0.13
H  0.46  -0.21  2.17
H  3.05  0.49  0.02
H  -0.64  -2.40  -2.37
C  -3.84  -0.35  0.93
C  -2.10  1.03  1.84
H  -4.80  -0.76  1.04
C  0.92  0.71  1.74
C  1.65  -0.68  -0.95
H  -0.42  -2.54  -0.51
N  0.07  1.00  0.52
H  -3.96  0.90  2.61
C  -1.35  0.54  0.74
H  1.44  -1.70  -2.82
H  1.88  -2.70  -1.44
H  -0.96  -0.30  -2.24
C  -0.74  -0.64  -1.26
C  0.06  2.38  0.01
C  -3.38  0.61  1.81

orbital gap = 10.37 eV
charge = +1
spin multiplicity = 1
relative energy (zero: lowest compared OMol25 entry of this formula, charge and spin) = 58.2 kcal per mole
LUMO = -0.0939 hartree



The following is a DFT calculation (the ωB97M-V functional and the def2-TZVPD basis) of C24H34AlBrCl2FO5SSi as an isolated structure.

Element x y z (Å)
H  1.81  3.25  -2.76
H  -0.63  -0.24  -4.29
C  2.62  -1.84  -1.75
C  -1.46  -0.29  -2.29
C  3.35  -1.75  -0.41
Si  1.30  -0.09  0.67
H  -0.37  3.01  0.35
C  -3.74  -2.55  3.16
H  2.51  1.63  -2.50
Al  -2.14  -0.53  0.50
C  3.46  0.70  3.32
H  0.15  4.17  -0.91
H  2.09  3.02  0.96
H  1.93  -1.58  3.24
H  3.76  1.72  3.07
C  2.39  2.88  -0.08
O  2.81  -0.72  0.42
C  -6.30  0.53  -3.42
C  1.93  0.58  3.34
O  -3.98  -3.98  1.31
H  1.59  -2.20  -1.61
C  -2.74  0.04  -4.30
H  0.43  -0.88  3.85
H  3.58  -3.90  -0.30
H  1.64  2.66  3.83
H  0.24  1.62  4.15
O  -3.15  -1.97  0.86
C  3.26  -3.07  0.34
H  0.80  1.80  -2.94
C  -6.23  0.55  -2.02
H  1.64  1.58  5.25
H  2.22  -3.25  0.64
O  1.43  0.81  2.03
C  1.33  1.68  4.20
C  4.80  -1.35  -0.65
H  3.15  -2.53  -2.41
H  -2.82  0.10  -5.38
H  3.87  0.44  4.30
Br  -5.04  0.51  0.50
C  -3.62  -2.88  1.64
S  -0.14  -1.61  0.73
H  -5.19  0.37  -5.23
Cl  -3.03  -1.01  3.65
H  -3.27  -3.33  3.72
C  -2.55  -0.18  -1.45
Cl  -5.47  -2.58  3.60
C  -5.16  0.36  -4.15
H  -0.49  -0.51  -1.86
H  -0.83  2.74  -1.34
C  -3.91  0.16  -3.51
C  -3.81  0.10  -2.09
C  1.24  2.29  -0.89
H  3.25  2.21  -0.10
C  1.62  2.24  -2.37
H  -7.12  0.73  -1.43
H  1.87  -0.92  4.89
O  0.93  0.95  -0.53
H  5.36  -1.37  0.29
C  -1.53  -0.16  -3.70
H  3.87  0.03  2.57
C  -0.03  3.11  -0.69
H  3.89  -3.04  1.23
H  4.85  -0.34  -1.06
C  1.51  -0.79  3.87
H  2.58  -0.86  -2.23
H  2.68  3.84  -0.50
F  -1.99  0.92  1.35
H  -7.25  0.68  -3.91
C  -5.03  0.35  -1.39
H  5.28  -2.04  -1.35

orbital gap = 8.05 eV
charge = -1
spin multiplicity = 1
relative energy (zero: lowest compared OMol25 entry of this formula, charge and spin) = 0.0 kcal per mole
LUMO = 0.0953 hartree



The following is a DFT calculation (the ωB97M-V functional and the def2-TZVPD basis) of C36H30ClF2MnNO4 as an isolated structure.

Element x y z (Å)
C  -0.54  0.71  2.69
C  -0.66  -0.11  -3.82
H  -1.72  1.04  -6.83
C  2.93  2.71  0.29
C  -0.63  1.25  3.97
O  -0.61  -0.70  -1.52
H  3.02  2.15  2.36
H  -2.09  3.17  0.97
H  -3.72  4.43  -1.32
C  -3.02  3.63  -1.52
C  -1.68  2.64  1.81
C  -0.32  0.36  -2.40
H  -0.24  0.71  4.82
H  -1.04  0.97  0.63
H  2.60  2.98  -1.82
H  2.04  0.26  3.24
N  1.58  0.34  -0.04
C  -1.37  -3.30  4.60
C  2.49  -2.58  -0.73
H  -1.39  4.94  -1.98
H  1.26  -2.59  6.61
H  -2.24  -3.94  4.54
H  3.47  3.63  0.41
H  3.81  -3.90  -1.76
C  2.69  1.88  1.37
C  0.23  -0.60  2.45
C  -1.10  -2.41  3.57
H  -0.72  -4.06  6.51
C  2.45  2.34  -0.96
H  -0.08  -2.13  -3.42
H  1.73  -0.18  -2.76
H  1.74  -1.02  4.80
C  -1.21  1.55  -2.03
C  -1.13  -0.98  -6.43
H  -0.16  -3.92  0.31
C  2.01  0.69  1.18
Mn  0.46  -1.47  -0.32
H  -1.75  -2.36  2.71
C  1.20  0.71  -2.42
H  0.19  3.13  -2.45
C  -0.43  -1.43  -4.17
C  -1.12  0.78  -4.79
H  -2.83  0.24  -1.54
C  -2.52  1.27  -1.64
C  0.02  -1.57  3.62
C  3.86  -3.12  -1.00
C  -1.07  1.41  1.62
H  -4.43  2.07  -1.09
O  2.01  -2.51  0.43
H  -2.23  4.15  3.24
F  -1.88  -2.96  -0.08
C  1.76  1.15  -1.10
C  -1.71  3.91  -1.89
H  4.32  -3.49  -0.09
C  -0.60  -3.22  -0.41
C  0.86  -1.65  4.72
H  1.36  1.49  -3.16
C  -1.35  0.34  -6.09
Cl  4.87  -1.79  -1.64
C  -0.52  -3.37  5.70
F  -0.58  -3.76  -1.64
H  -1.32  -1.32  -7.44
C  -1.76  3.19  3.09
O  1.76  -2.18  -1.68
C  -0.82  2.88  -2.14
H  -0.49  -2.91  -5.72
H  2.30  -1.16  2.21
H  -1.32  2.89  5.17
O  -0.26  -1.27  1.31
C  -3.42  2.30  -1.39
H  -1.32  1.81  -4.53
C  0.59  -2.54  5.76
C  -1.24  2.49  4.17
C  -0.67  -1.87  -5.47
C  1.73  -0.24  2.32

orbital gap (alpha / beta) = 8.50 / 8.71 eV
charge = 0
spin multiplicity = 4
relative energy (zero: lowest compared OMol25 entry of this formula, charge and spin) = 0.0 kcal per mole
LUMO (alpha / beta) = -0.0135 / -0.0058 hartree



The following is a DFT calculation (the ωB97M-V functional and the def2-TZVPD basis) of one molecule with the formula C6H6O.

Element x y z (Å)
H  -0.59  -0.11  1.47
C  1.60  -0.35  -0.30
C  -3.47  -0.33  0.01
C  0.23  0.10  -0.76
C  -0.87  0.15  0.37
H  0.01  -0.32  -1.77
H  2.36  1.45  0.61
H  -4.40  -0.72  -0.04
C  -2.32  -0.09  0.18
H  1.90  -1.43  -0.47
C  2.47  0.42  0.35
H  3.34  -0.10  0.68
O  -0.27  1.31  -0.32

orbital gap = 10.54 eV
charge = 0
spin multiplicity = 1
relative energy (zero: lowest compared OMol25 entry of this formula, charge and spin) = 101.6 kcal per mole
LUMO = 0.0402 hartree